[1]
Density functional theory data (ωB97M-V with the def2-TZVPD basis set) for an isolated ion of composition C3H2NO6S and charge -1 at a distorted geometry.

Atoms and positions in Å:
C -1.24 -1.08 0.91
C 1.91 -0.17 -0.30
C -0.45 0.28 0.17
N -0.81 1.54 0.48
O -2.20 -1.36 0.29
O -0.59 -1.52 1.82
O -0.04 2.49 0.29
O -1.98 1.76 0.95
O 0.48 0.49 -2.38
O 0.07 -1.70 -1.43
S 0.45 -0.37 -1.23
H 2.17 0.77 0.14
H 2.23 -1.12 0.28

Gap between HOMO and LUMO (spin up / spin down), eV: 7.37 / 7.20
Charge: -1
Calculated total energy, hartree: -1019.73077
LUMO (spin up / spin down), eV: 1.68 / 1.63

Per-atom Löwdin charges, elementary charge units: C -0.747; C -0.024; C -0.075; N -0.392; O 0.085; O 0.031; O 0.030; O 0.035; O -0.315; O -0.263; S 0.523; H 0.029; H 0.084

[2]
Density functional theory data (ωB97M-V with the def2-TZVPD basis set) for one molecule with the formula C3H2NOPS2 at a distorted geometry.

Atoms and positions in Å:
C 0.33 -0.76 1.20
C 0.74 -1.58 0.23
C -0.15 0.40 0.58
N 0.12 0.29 -0.73
O 0.57 -0.95 -0.97
P -0.26 2.04 -1.30
S -1.83 2.01 -2.43
S -0.93 2.17 0.87
H 0.17 -1.07 2.25
H 1.25 -2.55 0.32

Gap between HOMO and LUMO (spin up / spin down), eV: 5.06 / 6.24
Charge: 0
<S²>: 2.028
Multiplicity: 3
Calculated total energy, hartree: -1383.04629
LUMO (spin up / spin down), eV: -0.23 / -3.23

Per-atom Löwdin charges, elementary charge units: C -0.116; C -0.144; C -0.621; N -0.357; O -0.042; P 0.289; S 0.221; S 0.521; H 0.126; H 0.124

[3]
Density functional theory data (ωB97M-V with the def2-TZVPD basis set) for an isolated ion of composition C3H2NOS2 and charge -1 at a distorted geometry.

Atoms and positions in Å:
O 1.08 -1.97 0.03
C 0.32 -1.06 -0.12
N -1.02 -0.90 0.01
C -1.52 0.29 0.02
S -3.13 0.46 0.07
S -0.23 1.63 -0.04
C 1.01 0.43 -0.05
H 1.65 0.42 0.80
H 1.85 0.70 -0.72

Gap between HOMO and LUMO, eV: 7.40
Charge: -1
Calculated total energy, hartree: -1041.95225
LUMO, eV: 3.39

Per-atom Löwdin charges, elementary charge units: O 0.013; C -0.552; N -0.037; C -1.254; S 0.457; S 0.776; C -0.504; H 0.039; H 0.060